# 1
# C3H11N5

A cluster of 2 separate species, C3H11N5 in total (wB97M-V/def2-TZVPD, the Open Molecules 2025 dataset).

Output
2S+1   1
Energy relative to the best compared isomer or geometry (same formula, charge and spin)   18.5 kcal/mol
E_HOMO   -8.5 eV
Structure (SMILES)   [H]/N=C(/C)N.[H]/N=C\NN

The geometry in XYZ format:
```
19
Properties=species:S:1:pos:R:3:forces:R:3:lowdin_charge:R:1
H -0.33118 -0.98306 -0.57230 -0.1 0.2 -0.1 0.01
N -1.32064 -1.16114 -0.41278 0.3 -0.9 0.0 0.09
C -2.01161 -0.10084 -0.32333 -0.3 0.3 0.0 -0.60
C -3.49433 -0.22058 -0.10867 0.1 0.0 0.0 -0.05
N -1.53953 1.17005 -0.45034 0.0 0.4 0.0 0.11
H -4.02815 0.26925 -0.92090 -0.1 0.1 0.0 0.07
H -3.77841 0.25447 0.82938 -0.1 0.1 0.1 0.07
H -3.76784 -1.26980 -0.07773 0.0 0.0 0.0 0.07
H -2.13297 1.94333 -0.20452 0.0 -0.1 0.0 0.09
H -0.53418 1.32681 -0.40837 0.0 0.1 0.0 0.02
H 2.03053 1.25734 -0.83372 0.1 -0.2 0.1 0.05
N 1.33920 1.18924 -0.08976 -0.1 0.5 -0.5 0.06
C 1.61095 0.30342 0.76562 0.1 0.0 0.2 -0.33
N 2.69958 -0.51241 0.81033 0.5 -0.5 0.1 -0.10
N 3.59151 -0.51949 -0.27327 0.1 -0.1 0.1 0.02
H 0.93139 0.15762 1.59934 0.0 -0.1 0.1 0.12
H 2.70826 -1.28586 1.46646 -0.1 0.2 -0.3 0.13
H 4.55141 -0.46827 0.05642 -0.3 0.0 0.0 0.08
H 3.47601 -1.35011 -0.85185 0.0 0.2 0.2 0.09
```
Positions in Å, forces in eV/Å.

# 2
# C3H11N5

A cluster of 3 separate species, C3H11N5 in total (wB97M-V/def2-TZVPD, the Open Molecules 2025 dataset).

Output
2S+1   1
Energy relative to the best compared isomer or geometry (same formula, charge and spin)   98.5 kcal/mol
E_HOMO   -7.4 eV

The geometry in XYZ format:
```
19
Properties=species:S:1:pos:R:3:forces:R:3:lowdin_charge:R:1
C 1.04995 -1.10753 0.67498 -0.3 1.0 -0.4 -0.47
C -0.83854 -0.35709 0.18618 0.4 -0.8 0.1 -0.40
N 0.64715 -2.10975 1.49573 -0.2 -0.2 0.2 0.09
N -1.81571 -0.50505 1.16550 -0.1 0.0 0.0 0.01
C -1.12350 -0.51448 -1.12145 0.0 0.2 0.2 -0.07
N 2.03345 -0.57948 0.23909 -0.2 0.1 -0.1 0.04
H 1.30574 -2.86513 1.61392 -0.1 0.1 0.0 0.09
H -0.33654 -2.33425 1.48713 0.1 0.0 0.0 0.07
H -1.65461 -0.03479 2.04149 0.0 0.0 0.0 0.07
H -2.79036 -0.50383 0.87958 0.1 0.0 0.0 0.08
H 1.69591 0.83632 -0.13955 -0.2 -0.1 0.1 0.05
H -0.32206 -0.57426 -1.84733 0.1 0.0 0.0 0.03
H -2.13495 -0.66380 -1.50274 0.0 0.1 0.0 0.04
N 0.98371 1.73755 -0.21465 -0.4 -0.6 0.1 -0.02
N 0.73353 2.23506 -1.53759 0.0 -0.1 0.2 0.01
H 1.41317 1.80387 -2.15699 0.0 0.0 0.1 0.08
H -0.18165 1.87725 -1.81192 0.1 0.0 0.0 0.06
H 1.20735 2.50342 0.41208 0.0 -0.1 -0.1 0.13
H 0.12794 1.15597 0.13652 0.7 0.5 -0.3 0.08
```
Positions in Å, forces in eV/Å.

We obtain LUMO level values of 0.0268; 0.0360 Eh for the records listed above, in that order.
We obtain frontier orbital gap values of 9.239; 8.331 eV for the records listed above, in that order.
We obtain calculated total energy values of -394.6563; -394.5287 Ha for the records listed above, in that order.